# 1
Entry from the OMol25 dataset: a structure of composition C4H6 (ωB97M-V with the def2-TZVPD basis set).

Properties
Energy relative to the best compared isomer or geometry (same formula, charge and spin) = 63.8 kcal/mol
HOMO energy = -9.614 eV
Charge = 0
Lowest unoccupied orbital energy = 0.030 hartree

Structure (XYZ):
```
10
Properties=species:S:1:pos:R:3:forces:R:3
C -1.314 -0.194 0.086 -0.20 -0.17 0.26
C -0.577 0.877 -1.490 0.67 -0.05 0.27
C 0.083 0.353 -0.523 -0.43 0.11 -0.43
C 1.394 0.062 0.134 -0.05 0.04 -0.04
H -1.828 -0.950 -0.513 0.23 0.17 0.12
H -2.028 0.575 0.392 0.24 -0.13 -0.06
H -0.939 -0.677 0.990 -0.06 -0.01 0.02
H 1.435 0.496 1.138 -0.08 -0.06 -0.12
H 2.226 0.475 -0.442 -0.23 -0.04 0.01
H 1.550 -1.018 0.228 -0.07 0.15 -0.02
```
Positions in Å, forces in eV/Å.

---

# 2
Entry from the OMol25 dataset: a structure of composition C4H6AgO3 (ωB97M-V with the def2-TZVPD basis set).

Properties
Energy relative to the best compared isomer or geometry (same formula, charge and spin) = 0.0 kcal/mol
⟨S²⟩ = 0.753
HOMO energy (alpha / beta) = 1.900 / 1.885 eV
Multiplicity = 2
Charge = -2
Lowest unoccupied orbital energy (alpha / beta) = 0.217 / 0.217 hartree

Structure (XYZ):
```
14
Properties=species:S:1:pos:R:3:forces:R:3
H 0.861 -1.875 -0.521 0.01 0.16 0.16
C 0.950 -0.821 -0.847 0.03 -0.21 -1.34
C -0.339 -0.113 -0.838 -1.14 0.85 1.45
H 1.234 -0.843 -1.937 0.34 -0.07 0.68
H -0.392 0.793 -1.461 0.16 -0.23 0.20
O 2.098 -0.382 -0.071 -0.76 -0.40 0.61
O 2.573 0.921 -0.494 0.39 -0.02 -0.51
Ag 4.091 -0.554 -1.363 0.31 0.27 -0.14
C -1.837 0.987 0.959 0.65 0.07 -0.92
C -1.088 -0.008 0.424 0.35 -0.18 -0.89
O -2.659 0.857 2.097 -0.58 0.02 0.69
H -1.862 2.010 0.578 -0.03 -0.33 0.12
H -1.082 -0.944 1.014 0.07 0.11 0.09
H -2.549 -0.028 2.458 0.20 -0.02 -0.22
```
Positions in Å, forces in eV/Å.

---

# 3
Entry from the OMol25 dataset: a structure of composition C4H6AlO2 (ωB97M-V with the def2-TZVPD basis set).

Properties
Energy relative to the best compared isomer or geometry (same formula, charge and spin) = 3.6 kcal/mol
HOMO energy = -4.948 eV
Charge = -1
Lowest unoccupied orbital energy = 0.144 hartree

Structure (XYZ):
```
13
Properties=species:S:1:pos:R:3:forces:R:3
C 3.378 0.059 0.669 -6.90 2.38 -4.60
C 2.177 0.560 0.082 9.04 -3.93 4.44
Al 0.372 0.924 -0.913 -1.39 -1.47 0.80
O -0.339 -0.838 -1.190 -0.23 0.87 2.89
C -0.914 -1.044 0.181 -0.17 1.00 0.14
C -1.950 0.254 0.371 1.20 -0.69 -2.03
O -1.104 1.469 0.130 -0.24 -2.24 0.21
H 4.411 -0.530 0.782 -2.91 1.76 -0.20
H 0.707 1.795 -2.211 -0.09 -0.03 0.15
H -1.454 -2.092 0.358 1.08 2.10 -0.76
H -0.060 -0.937 0.998 -1.60 -0.31 -1.47
H -2.607 0.241 1.339 1.48 0.33 -1.57
H -2.617 0.139 -0.595 0.73 0.23 2.01
```
Positions in Å, forces in eV/Å.

---

no.,molecular weight (g mol⁻¹)
1,54.092
2,209.957
3,113.072